This record from the Open Molecules 2025 dataset describes a cluster of 11 separate species, C40H111N9O13 in total in a non-equilibrium geometry. The level of theory is wB97M-V/def2-TZVPD.

Each line ends with the Löwdin charge.
Element x y z (Å)
C1 14.897 16.196 22.658  -0.21
C2 13.916 15.109 22.352  -0.23
O1 14.133 13.974 23.190  -0.06
O2 14.669 16.633 24.031  -0.08
H1 14.760 17.016 21.973  0.12
H2 15.877 15.799 22.677  0.11
H3 14.127 14.760 21.373  0.07
H4 12.861 15.405 22.405  0.13
H5 14.217 14.270 24.066  0.06
H6 15.375 17.272 24.200  0.09
C3 16.481 14.863 17.569  -0.26
C4 17.753 14.693 18.276  -0.28
O3 18.748 15.559 17.851  -0.03
O4 15.949 16.155 17.791  -0.05
H7 15.768 14.155 17.868  0.07
H8 16.636 14.651 16.511  0.13
H9 18.044 13.641 18.184  0.11
H10 17.652 14.993 19.325  0.14
H11 18.970 15.402 16.944  0.09
H12 16.734 16.716 17.770  0.08
C5 10.937 15.947 9.142  -0.09
C6 10.186 14.863 9.820  -0.44
C7 11.142 14.300 10.938  -0.20
O5 10.690 13.134 11.611  -0.26
C8 10.272 12.033 10.730  -0.06
N1 8.910 15.345 10.390  0.06
H13 11.670 15.605 8.391  0.09
H14 11.402 16.729 9.745  0.07
H15 10.123 16.418 8.561  0.09
H16 9.940 14.113 9.109  0.11
H17 11.457 14.995 11.732  0.12
H18 12.023 13.958 10.368  0.11
H19 10.365 11.043 11.334  0.11
H20 11.054 12.099 9.890  0.10
H21 9.332 12.197 10.270  0.05
H22 8.352 14.438 10.512  0.09
H23 9.148 15.715 11.258  0.00
C9 16.693 18.478 14.731  -0.08
C10 15.390 19.140 14.787  -0.50
C11 14.443 18.259 15.600  -0.17
O6 13.079 18.685 15.351  -0.19
C12 12.102 17.724 15.636  -0.12
N2 15.469 20.411 15.377  0.08
H24 17.163 18.607 15.737  0.10
H25 17.415 18.970 14.098  0.07
H26 16.669 17.395 14.442  0.07
H27 14.930 19.104 13.789  0.12
H28 14.628 18.320 16.645  0.11
H29 14.538 17.205 15.330  0.11
H30 11.964 17.022 14.761  0.08
H31 11.157 18.153 15.975  0.08
H32 12.410 17.095 16.524  0.09
H33 14.599 20.593 15.812  0.07
H34 15.685 21.104 14.706  0.07
C13 14.176 16.366 11.291  -0.07
C14 15.608 16.724 11.059  -0.40
C15 15.704 18.227 10.968  -0.17
O7 17.121 18.476 10.720  -0.20
C16 17.473 19.819 10.836  -0.15
N3 16.386 16.153 12.223  0.05
H35 14.067 15.277 11.569  0.09
H36 13.511 16.521 10.442  0.07
H37 13.741 16.946 12.043  0.06
H38 16.061 16.308 10.176  0.13
H39 15.265 18.726 11.863  0.12
H40 15.236 18.623 10.072  0.13
H41 16.951 20.421 10.001  0.11
H42 18.573 19.920 10.897  0.09
H43 17.101 20.333 11.720  0.06
H44 17.343 16.444 12.354  0.06
H45 15.873 16.372 13.074  0.03
C17 16.960 10.712 17.208  -0.07
C18 16.450 10.266 18.573  -0.39
C19 15.963 11.420 19.417  -0.22
O8 15.309 10.834 20.528  -0.20
C20 14.532 11.814 21.255  -0.07
N4 15.273 9.333 18.330  0.07
H46 17.864 11.353 17.203  0.08
H47 16.216 11.217 16.569  0.07
H48 17.301 9.780 16.771  0.08
H49 17.264 9.762 19.121  0.14
H50 15.278 12.103 18.862  0.12
H51 16.805 12.041 19.795  0.13
H52 13.760 12.216 20.554  0.08
H53 15.179 12.623 21.498  0.06
H54 14.063 11.452 22.134  0.08
H55 14.850 9.643 17.489  0.02
H56 14.721 9.451 19.158  0.03
C21 12.054 7.487 15.513  -0.04
C22 11.274 8.643 16.165  -0.37
C23 12.095 9.449 17.121  -0.24
O9 11.282 9.992 18.150  -0.19
C24 12.102 10.660 19.112  -0.10
N5 10.746 9.667 15.125  0.06
H57 12.322 6.787 16.216  0.05
H58 12.990 7.923 14.990  0.10
H59 11.336 7.053 14.874  0.06
H60 10.355 8.324 16.766  0.16
H61 12.679 10.289 16.741  0.10
H62 12.804 8.732 17.635  0.13
H63 12.627 9.938 19.764  0.09
H64 11.447 11.160 19.835  0.09
H65 12.824 11.305 18.644  0.06
H66 9.956 9.249 14.646  0.07
H67 11.491 9.654 14.466  0.02
C25 7.145 14.242 13.420  -0.06
C26 7.740 15.421 14.169  -0.38
C27 7.935 15.226 15.678  -0.17
O10 8.601 16.416 16.144  -0.23
C28 8.490 16.650 17.500  -0.13
N6 9.123 15.709 13.564  0.06
H68 7.918 13.448 13.518  0.09
H69 7.057 14.526 12.376  0.06
H70 6.207 13.877 13.814  0.07
H71 7.063 16.277 13.999  0.14
H72 8.742 14.423 15.874  0.14
H73 7.072 15.021 16.316  0.11
H74 8.980 17.629 17.659  0.09
H75 8.981 15.826 18.110  0.09
H76 7.490 16.693 17.883  0.08
H77 9.600 16.207 14.339  0.05
H78 9.542 14.774 13.622  0.03
C29 14.612 10.400 13.966  -0.08
C30 13.918 10.914 12.713  -0.43
C31 15.025 11.486 11.769  -0.19
O11 14.387 12.058 10.616  -0.21
C32 15.312 12.697 9.750  -0.12
N7 13.066 9.799 12.173  0.03
H79 15.173 11.146 14.561  0.06
H80 15.306 9.573 13.624  0.10
H81 13.921 9.947 14.728  0.05
H82 13.192 11.711 12.814  0.10
H83 15.822 10.777 11.431  0.13
H84 15.552 12.257 12.319  0.11
H85 14.777 12.995 8.847  0.08
H86 16.198 12.063 9.423  0.10
H87 15.761 13.632 10.189  0.09
H88 13.766 9.009 12.039  0.09
H89 12.935 10.142 11.165  0.09
C33 6.419 12.331 17.290  -0.07
C34 7.818 11.805 17.568  -0.41
C35 8.064 12.043 19.071  -0.20
O12 8.214 13.444 19.158  -0.22
C36 8.722 13.807 20.413  -0.12
N8 7.916 10.349 17.259  0.06
H90 6.285 13.370 17.651  0.07
H91 5.709 11.651 17.805  0.09
H92 6.203 12.372 16.223  0.06
H93 8.577 12.420 17.047  0.12
H94 8.963 11.600 19.433  0.09
H95 7.226 11.741 19.686  0.13
H96 7.887 14.085 21.071  0.09
H97 9.353 14.747 20.295  0.09
H98 9.380 13.084 20.899  0.08
H99 7.527 10.236 16.324  0.07
H100 8.896 10.140 17.314  0.02
C37 13.347 14.155 14.633  -0.04
C38 12.459 13.174 15.352  -0.40
C39 12.117 13.624 16.768  -0.23
O13 13.204 13.550 17.617  -0.20
C40 13.091 14.467 18.718  -0.08
N9 11.116 12.948 14.649  0.08
H101 14.272 14.299 15.208  0.08
H102 12.875 15.146 14.593  0.06
H103 13.604 13.774 13.603  0.08
H104 13.017 12.237 15.361  0.10
H105 11.361 12.933 17.155  0.12
H106 11.720 14.600 16.702  0.10
H107 12.855 15.425 18.318  0.07
H108 14.119 14.549 19.099  0.07
H109 12.330 14.206 19.526  0.11
H110 10.810 11.979 15.019  0.07
H111 11.304 12.861 13.660  0.02

- Relative energy (zero: lowest compared OMol25 entry of this formula, charge and spin): 6.259 eV
- E_tot: -3061.2324 Eh
- LUMO: 0.38 eV
- Structure (SMILES): COC[C@H](C)N.COC[C@H](C)N.COC[C@H](C)N.COC[C@H](C)N.COC[C@H](C)N.COC[C@H](C)N.COC[C@H](C)N.COC[C@H](C)N.COC[C@H](C)N.OCCO.OCCO
- Molecular weight: 926.38 g/mol
- E_HOMO: -8.693 eV